[1]
Here is an isolated molecule of C10H20N6O4 in a non-equilibrium geometry from OMol25. Energies are from ωB97M-V/def2-TZVPD.

The geometry in XYZ format:
```
40
Properties=species:S:1:pos:R:3:forces:R:3
H -2.25389 -0.21173 -2.02247 -0.4 0.8 -0.4
N -1.98312 -0.64061 -1.16318 -0.4 -0.7 0.9
C -1.32882 -1.68890 -1.48917 0.7 0.4 -0.7
N -1.01338 -2.00279 -2.79209 0.4 -1.0 0.1
N -0.73820 -2.54890 -0.60866 -0.5 1.1 0.1
C -1.27188 -2.71223 0.72886 -0.5 -1.4 1.0
C -0.13017 -2.77064 1.76758 0.4 -1.2 -1.1
C 0.22076 -1.49921 2.46624 0.3 0.9 1.0
C 0.46975 -0.20118 1.64152 -1.6 0.1 1.6
N -0.82866 0.46990 1.30580 0.1 -0.4 -0.3
C 1.43786 -0.37677 0.48104 1.0 -0.5 -0.2
O 2.33099 -1.22212 0.50957 -0.9 0.4 0.6
N 1.44459 0.45011 -0.62091 -0.4 -1.0 0.6
C 0.77348 1.67708 -0.90051 -0.1 1.0 0.1
C 1.47111 2.86659 -0.23782 0.4 0.2 0.0
C 0.48062 3.88002 0.26756 -0.3 0.2 0.7
N -0.38253 3.43671 1.23182 -0.3 0.7 0.1
O 0.44581 5.04564 -0.04957 0.5 0.4 -0.5
C 0.68152 1.83261 -2.42071 -0.2 -1.8 -0.4
O 0.57163 2.83180 -3.03723 0.0 0.8 -0.2
O 0.66004 0.58664 -3.03366 -0.1 1.8 -0.3
H -0.09482 -2.42589 -2.82435 -0.2 0.1 -0.8
H -1.24229 -1.34761 -3.51594 0.3 0.2 0.0
H -0.33353 -3.38453 -1.01278 -0.3 0.2 0.2
H -2.09683 -2.02759 1.06185 1.0 -0.2 -1.0
H -1.76773 -3.70783 0.67294 0.2 0.4 0.6
H -0.37263 -3.56662 2.48849 0.1 0.4 0.0
H 0.76974 -3.12144 1.21487 -0.5 0.1 0.4
H 1.10764 -1.62147 3.10246 -0.1 -0.4 -0.3
H -0.58330 -1.26675 3.19371 0.3 0.2 -0.4
H 0.98770 0.44654 2.38728 -0.1 -0.1 -0.7
H -1.27168 -0.09049 0.58216 0.0 0.4 -0.7
H -1.57659 0.41308 2.01422 1.2 0.0 0.3
H 2.31488 0.30664 -1.09993 0.4 0.0 -0.2
H -0.27906 1.64520 -0.58585 0.4 -0.3 0.1
H 2.08986 2.56141 0.61307 -0.4 -0.3 0.1
H 2.19823 3.31990 -0.90347 -0.3 0.3 -0.3
H -0.63114 2.47003 1.40791 0.1 -0.1 -0.2
H -1.03274 4.18697 1.46137 0.1 -0.6 0.1
H 0.75677 0.00841 -2.28202 0.0 -1.2 0.4
```
Forces are in eV/Å.

As for the SMILES: [H]/N=C(\N)NCCC[C@H](N)C(=O)N[C@@H](CC(N)=O)C(=O)O. For the LUMO energy, the calculation gives 0.428 eV.

---

[2]
Here is the ion C4H7IN with charge +1 in a non-equilibrium geometry from OMol25. Energies are from ωB97M-V/def2-TZVPD.

The geometry in XYZ format:
```
13
Properties=species:S:1:pos:R:3:forces:R:3
N -0.63287 -0.12434 1.39644 -1.1 4.8 0.2
C -1.04644 0.14458 -0.08274 -0.2 -1.8 1.0
C 0.17251 0.69431 -0.73755 1.7 -0.8 0.0
C 0.79615 -0.11232 -1.78842 -1.4 -1.4 -3.5
C 1.56700 -0.42462 -0.85417 -0.2 1.7 3.4
I 2.89879 -1.07197 0.51958 0.0 -0.1 -0.4
H -0.50144 -1.01714 1.67642 0.3 -3.9 0.9
H -1.14197 0.40634 2.13562 -0.2 -0.7 -0.7
H 0.25328 0.33027 1.38780 1.4 0.2 0.4
H -1.48281 -0.88370 -0.35682 0.7 1.9 -0.4
H -1.78502 0.90413 0.01756 -0.9 0.3 -0.3
H 0.41129 1.77836 -0.61091 -0.4 -1.0 -0.3
H 0.49153 -0.62388 -2.70280 0.1 0.9 -0.2
```
Forces are in eV/Å.

As for the SMILES: [NH3+]C[C@@H]1C=C1I. Its charge is +1. For the LUMO energy, the calculation gives -3.578 eV.

---

[3]
Here is a cluster of 9 separate species, C33H70N2O11 in total in a non-equilibrium geometry from OMol25. Energies are from ωB97M-V/def2-TZVPD.

The geometry in XYZ format:
```
116
Properties=species:S:1:pos:R:3:forces:R:3
C 3.10211 3.53394 1.58587 0.0 3.9 1.7
N 1.59950 3.79702 1.40653 -0.1 0.3 2.1
C 0.98560 2.99303 2.48017 -3.6 -0.1 2.1
C 1.22374 5.21400 1.55102 14.5 1.3 -0.8
C 1.18780 3.29767 0.09381 1.2 -1.0 -2.8
C -0.25562 3.57510 -0.30949 -1.7 3.8 0.6
O -0.58021 2.96118 -1.49325 0.6 -1.0 0.0
H 3.59346 3.75382 2.69985 -1.9 -0.4 -3.0
H 3.41789 4.22973 0.81190 1.3 -0.2 0.2
H 3.24283 2.55318 1.33466 0.6 -2.5 -0.6
H -0.17714 2.77154 2.35195 1.7 2.1 0.5
H 1.26443 3.35248 3.60672 -0.5 -1.2 -3.2
H 1.03993 1.98943 2.14679 1.9 -1.7 0.6
H 1.88538 5.66614 2.52976 -1.6 -1.4 -2.6
H 0.39133 5.41141 1.79866 -11.7 1.7 2.9
H 1.55941 5.91551 0.70186 -0.4 -1.6 1.0
H 1.38341 2.16202 0.10277 -0.3 1.6 -0.2
H 1.86853 3.78516 -0.74523 -1.1 -1.1 1.9
H -0.52199 4.74066 -0.46566 1.4 -2.1 0.1
H -1.00931 3.42128 0.47444 0.3 -0.9 0.2
H -0.41310 2.00133 -1.31498 -0.7 0.1 -0.7
N -0.73150 0.20768 0.21548 5.9 2.7 0.3
O -1.51710 0.88380 0.84232 -2.9 -0.1 -0.3
O 0.33887 -0.10511 0.87941 -1.0 -1.4 -0.6
O -0.58494 0.24995 -1.05744 -1.6 -0.9 0.9
C 4.32628 -1.72981 1.67177 4.2 0.7 -4.9
C 5.77345 -1.18960 1.87596 3.0 -0.2 -1.1
C 5.75719 0.32656 1.71277 -3.0 -2.1 0.5
O 4.43655 0.63139 2.20855 -1.7 -0.6 -0.2
C 3.59865 -0.64702 2.25611 3.1 0.8 3.7
H 4.38326 -2.67053 2.12081 -0.9 -1.5 0.7
H 4.24072 -1.85688 0.48594 -0.3 0.2 2.5
H 6.48180 -1.68991 1.04132 -1.1 0.9 2.5
H 6.09464 -1.20085 2.96354 -0.1 -1.3 -1.2
H 5.86634 0.71017 0.78411 -0.7 0.3 -4.2
H 6.50532 0.96647 2.04755 1.4 0.5 2.8
H 2.63963 -0.70524 1.93820 -3.2 1.5 -1.1
H 3.67568 -0.96419 3.31401 -0.8 0.8 0.0
C -0.92209 0.06415 -4.77802 0.5 2.2 -0.9
C -0.85938 -0.36596 -6.27676 2.3 -2.5 -1.3
C -0.72633 -1.95161 -6.04111 4.1 1.9 -3.3
O -0.00772 -2.08404 -4.85287 -0.3 -1.6 -1.0
C -0.49948 -1.16216 -3.94971 -0.8 0.6 2.1
H -2.02531 0.42912 -4.74229 2.2 -0.2 1.3
H -0.01822 0.75740 -4.46847 -2.6 -0.1 -1.1
H 0.16740 -0.31673 -6.71126 -0.6 1.2 0.3
H -1.55998 -0.09598 -7.17377 0.8 -0.2 2.4
H -0.18809 -2.47688 -6.96732 -0.8 1.0 2.2
H -1.62993 -2.31951 -5.99315 -4.9 -2.4 0.6
H 0.36865 -1.10140 -3.25655 -0.6 1.1 -0.3
H -1.35927 -1.35566 -3.22257 0.7 -1.0 -1.2
C 2.85374 -0.06206 -2.18182 -1.3 8.7 -0.1
C 2.92307 0.83011 -3.42802 -0.9 0.0 0.0
C 3.74736 2.05467 -3.08878 0.6 -0.3 1.4
O 3.82725 2.07133 -1.56504 -0.5 0.2 -1.4
C 3.70489 0.72739 -1.13313 -2.9 -1.3 0.5
H 3.11206 -0.95101 -2.10215 3.6 -8.3 -0.8
H 1.85480 -0.23364 -1.95834 -2.3 0.8 1.1
H 1.95992 1.13680 -3.82793 -0.7 0.2 1.0
H 3.19625 0.32402 -4.30056 1.6 -0.9 -1.3
H 3.31493 3.00123 -3.42499 -0.1 -0.2 0.4
H 4.75089 1.98871 -3.54759 -0.1 0.0 0.6
H 3.15898 0.46988 -0.09990 1.5 1.5 -1.8
H 4.65298 0.26450 -1.19280 1.3 -0.5 0.5
C -0.80396 -0.13371 4.32660 -2.5 -2.6 -2.3
C -1.72513 1.09690 4.51160 -1.1 -4.1 -1.8
C -3.10397 0.43483 4.90313 2.2 0.8 -0.3
O -2.65136 -0.82365 5.46449 -5.2 0.6 0.5
C -1.34288 -1.15569 5.38450 1.1 3.3 0.3
H 0.21304 -0.04013 4.40111 2.6 1.0 0.4
H -0.89629 -0.62344 3.23509 -0.2 1.0 2.3
H -1.76449 1.65163 3.60559 0.1 1.2 -0.1
H -1.39509 1.37683 5.41186 1.4 3.0 3.0
H -3.60184 0.19873 3.94837 -0.7 0.3 0.7
H -3.63693 1.21645 5.64277 0.7 -2.4 -1.5
H -1.22601 -2.12610 5.07341 0.2 -2.5 -0.9
H -1.04904 -1.11495 6.44685 1.3 0.3 -0.4
C 0.33008 -3.48488 -0.96849 -2.4 0.3 -0.6
C 1.27838 -4.26182 -1.93388 -2.2 -2.6 -0.4
C 2.40715 -4.49345 -1.02264 2.3 -0.5 -0.7
O 1.94686 -4.12492 0.21860 2.8 -2.9 3.1
C 1.19650 -2.99049 0.08219 3.4 0.9 -0.9
H -0.45315 -3.97739 -0.28681 0.4 0.1 -2.3
H 0.06859 -2.62722 -1.52241 -1.9 0.9 -0.6
H 1.47455 -3.78678 -2.90473 -0.1 0.2 0.5
H 1.02926 -5.36113 -2.15082 -1.0 1.8 -0.2
H 3.22854 -3.85816 -1.38525 0.6 0.0 0.6
H 2.71740 -5.56689 -1.08323 0.1 1.0 0.7
H 1.96077 -2.24695 -0.23931 -0.8 0.6 -0.2
H 0.87202 -2.69237 1.03526 -1.1 0.4 1.0
C -4.96755 1.21729 -0.60923 1.0 -1.5 1.9
C -6.19882 1.80068 -1.18579 -0.8 1.8 2.4
C -6.04452 1.62133 -2.60990 2.0 0.3 -0.2
O -4.75357 1.07516 -2.77013 0.0 -1.2 -3.6
C -3.93954 1.37386 -1.70771 -0.2 -4.8 1.6
H -5.15447 0.17797 -0.25050 0.5 0.4 -0.9
H -4.55913 1.67953 0.24353 -0.1 1.0 1.5
H -6.12206 2.84678 -1.01181 -0.2 1.2 0.5
H -7.17270 1.51686 -0.78833 0.2 -0.4 0.1
H -6.05318 2.54534 -3.10246 -0.4 1.4 -1.1
H -6.82973 1.03873 -2.90490 -1.4 -2.1 -1.8
H -3.41454 2.23880 -1.76598 0.9 3.5 -0.1
H -3.06034 0.63837 -1.60455 -1.5 0.5 -0.4
C -4.45440 -2.58748 1.16942 -0.5 1.7 2.3
C -2.99514 -2.49967 1.08916 1.5 -4.5 0.0
C -2.43195 -3.41748 2.29614 1.5 2.3 -0.8
O -3.56415 -4.16344 2.67559 0.2 -0.8 -0.5
C -4.67760 -3.26598 2.53382 7.4 4.6 -0.5
H -4.83991 -3.23459 0.50128 -1.2 -2.2 -2.6
H -4.87320 -1.60318 0.92598 -0.4 -0.2 0.8
H -2.60683 -1.57758 1.10520 1.3 3.6 0.2
H -2.64935 -2.99237 0.16107 0.0 0.4 0.3
H -2.03971 -2.74930 3.22454 -0.9 -1.5 -2.1
H -1.49947 -3.93105 1.77620 -2.1 0.0 1.8
H -4.52719 -2.56128 3.35312 -0.2 0.6 0.1
H -5.51408 -3.65772 2.69875 -6.8 -4.0 0.9
```
Forces are in eV/Å.

For the LUMO energy, the calculation gives -0.046 eV.

---

Energy relative to the best compared isomer or geometry (same formula, charge and spin) for the records above, in order: 147.3 363.1 278.2 kJ/mol
Gap between HOMO and LUMO for the records above, in order: 0.3644 0.3411 0.3262 Ha
Electronic energy for the records above, in order: -27826.198 -13841.493 -60835.753 eV